[1]
Molecular formula: C9H31N11O6
Method: DFT, ωB97M-V/def2-TZVPD

Output
Energy above the lowest of the compared OMol25 structures with the same formula, charge and spin = 35.4 kJ/mol
Structure (SMILES) = COC[C@H](C)N.NC(N)=O.NC(N)=O.NC(N)=O.NC(N)=O.NC(N)=O
HOMO-LUMO gap = 8.78 eV

Structure (ORCA input):
```
! RIJCOSX wB97M-V def2-TZVPD def2/J DEFGRID3
* xyz 0 1
C -4.20742 -1.51570 -1.30946
O -5.17050 -1.74294 -2.04827
N -4.11745 -0.52281 -0.38497
N -3.10076 -2.30113 -1.24477
H -3.18775 -0.33271 -0.01224
H -4.95461 -0.05771 -0.09037
H -2.40344 -1.87212 -0.63783
H -3.05652 -3.23225 -1.60295
C 4.90098 -0.82198 0.06909
O 4.86204 -0.94199 1.30092
N 5.42481 -1.73593 -0.77529
N 4.57541 0.36363 -0.50293
H 5.84481 -2.54663 -0.35477
H 5.21682 -1.72319 -1.75449
H 4.31945 1.13410 0.08846
H 4.79852 0.58883 -1.45422
C 2.59805 -1.75170 4.35798
O 1.51691 -1.69084 4.93941
N 3.69136 -2.38257 4.81932
N 2.74678 -1.25952 3.08619
H 4.52729 -2.44898 4.27321
H 3.61428 -2.82153 5.71882
H 3.56366 -1.38079 2.48900
H 2.00235 -0.84894 2.55307
C -0.24423 -0.15660 0.37226
O -1.38805 -0.65183 0.31557
N 0.58483 -0.01594 -0.68934
N 0.21275 0.30051 1.55757
H 1.56455 0.09294 -0.50979
H 0.12747 -0.02915 -1.61459
H 1.07120 0.82057 1.59970
H -0.48601 0.53836 2.24587
C -1.73998 0.40349 4.36986
O -1.17953 -0.55847 4.87369
N -1.32563 1.70724 4.56156
N -2.73278 0.29441 3.45813
H -1.81953 2.43050 4.07530
H -0.52202 1.92683 5.11623
H -3.10657 -0.63489 3.35941
H -3.09902 1.04102 2.90285
C -2.01725 3.54411 -3.31719
C -1.12601 2.40429 -2.85180
C -1.50483 1.14102 -3.64796
O -0.69035 0.07810 -3.14042
C -0.99283 -1.25772 -3.55296
N 0.31632 2.71578 -3.00716
H -3.06386 3.23621 -3.27242
H -1.79078 3.84459 -4.34293
H -1.92425 4.43849 -2.70145
H -1.41246 2.19226 -1.82011
H -1.33422 1.25657 -4.72072
H -2.55622 0.91226 -3.45736
H -2.05874 -1.46320 -3.52509
H -0.42469 -1.88520 -2.86809
H -0.57016 -1.41645 -4.54913
H 0.52801 2.78737 -3.99926
H 0.69981 1.80795 -2.74315
*
```

=====

[2]
Molecular formula: C9H31N11O6Pb
Method: DFT, ωB97M-V/def2-TZVPD

Output
Energy above the lowest of the compared OMol25 structures with the same formula, charge and spin = 0.0 kJ/mol
HOMO-LUMO gap = 10.32 eV

Structure (ORCA input):
```
! RIJCOSX wB97M-V def2-TZVPD def2/J DEFGRID3
* xyz 2 1
Pb -0.59034 0.19046 -0.29919
C 2.02006 2.76129 -1.24757
O 0.96519 2.17935 -0.95845
N 3.04785 2.11989 -1.86495
N 2.16110 4.08690 -1.03856
H 3.08237 1.12237 -1.95931
H 3.87362 2.64363 -2.10335
H 1.32414 4.51479 -0.68061
H 3.01687 4.61179 -1.02216
C -0.14538 0.58054 -3.87065
O -0.37515 0.09469 -2.75315
N -0.97876 1.49110 -4.46676
N 1.00962 0.32901 -4.52786
H -1.04895 1.41514 -5.47000
H -1.82323 1.68819 -3.95762
H 1.22513 0.80384 -5.38713
H 1.68741 -0.30418 -4.14783
C 2.69055 -0.22274 1.59527
O 1.59804 -0.34632 1.03293
N 3.57732 0.76277 1.28961
N 3.12829 -1.12061 2.52353
H 3.39858 1.44495 0.57402
H 4.54692 0.60333 1.51120
H 3.91925 -0.89038 3.10222
H 2.42918 -1.72788 2.91582
C -3.86872 -1.59338 -1.00531
O -2.78070 -1.07440 -0.73403
N -4.39761 -2.58788 -0.24493
N -4.59512 -1.23580 -2.09175
H -5.18502 -3.11838 -0.57113
H -3.88524 -2.89721 0.55895
H -4.21591 -0.53082 -2.69587
H -5.52105 -1.57075 -2.28777
C 0.78770 -3.01546 -1.16544
O -0.10017 -2.18163 -0.94685
N 1.80189 -3.19813 -0.27232
N 0.84189 -3.68738 -2.33812
H 1.96936 -2.49515 0.42402
H 2.44460 -3.96272 -0.38253
H 1.61579 -4.29052 -2.54751
H 0.12783 -3.44346 -2.99974
C -2.51111 -0.40543 4.05063
C -1.87770 0.04188 2.74382
C -0.96432 1.21319 3.06292
O -0.42634 1.78896 1.88481
C 0.49261 2.82064 2.21686
N -1.13369 -1.10676 2.10379
H -3.16614 0.35649 4.48145
H -1.74114 -0.65431 4.78451
H -3.15631 -1.28280 3.96223
H -2.63546 0.30817 2.00130
H -0.20554 0.85954 3.76838
H -1.62274 1.94639 3.54121
H 1.45608 2.42495 2.54522
H 0.09243 3.42397 3.03945
H 0.58043 3.48615 1.36498
H -1.70468 -1.90602 2.36639
H -0.25557 -1.26391 2.59291
*
```

=====

[3]
Molecular formula: C9H31N6O7
Method: DFT, ωB97M-V/def2-TZVPD

Output
Energy above the lowest of the compared OMol25 structures with the same formula, charge and spin = 127.0 kJ/mol
HOMO-LUMO gap = 9.88 eV

Structure (ORCA input):
```
! RIJCOSX wB97M-V def2-TZVPD def2/J DEFGRID3
* xyz -1 1
O 0.40237 0.36641 -0.32152
H 1.01334 -0.11802 -0.89571
C 2.18576 3.05881 -1.42896
O 2.55526 4.10420 -1.93131
N 2.12704 2.79432 -0.12434
N 1.57726 2.02370 -2.05501
H 2.49170 3.48993 0.50686
H 1.94236 1.83997 0.13841
H 1.39445 2.23384 -3.02446
H 1.08334 1.29925 -1.52089
C 0.91940 1.23891 3.79079
O 1.06008 1.29764 5.01033
N -0.16722 1.47436 3.07773
N 1.88819 0.87872 2.96227
H -0.96081 1.96938 3.44964
H -0.24568 1.08970 2.15175
H 1.78290 0.91501 1.96396
H 2.73482 0.52232 3.37496
C -2.71585 2.31083 0.16148
O -3.83609 2.72001 0.44212
N -1.76460 3.07938 -0.37337
N -2.25279 1.09839 0.49054
H -1.95486 4.03154 -0.63485
H -0.98598 2.59705 -0.79833
H -1.32848 0.76908 0.24473
H -2.91517 0.45384 0.88882
C -2.40651 -1.94958 2.78931
C -1.67745 -2.02827 1.43993
O -0.39939 -1.43068 1.72007
H -2.50807 -0.93057 3.15653
H -1.88920 -2.59069 3.50326
H -3.38405 -2.41748 2.64660
H -2.24404 -1.42810 0.72596
H -1.61074 -3.02031 0.99109
H -0.17035 -0.87848 0.95574
C 3.07998 -3.59765 -0.63734
C 2.21121 -2.37411 -0.87934
O 2.47461 -1.41817 0.13841
H 2.68545 -4.19832 0.18202
H 4.13751 -3.41287 -0.45002
H 2.99771 -4.18485 -1.55463
H 1.17733 -2.69096 -0.73113
H 2.34191 -1.99175 -1.89395
H 1.76258 -0.75684 0.10577
C -1.21542 -0.45422 -3.99237
C -1.83665 -1.02244 -2.69460
O -0.78844 -1.36667 -1.83691
H -0.63093 0.40198 -3.65418
H -1.89768 -0.05897 -4.74711
H -0.59518 -1.20571 -4.48129
H -2.60440 -1.78473 -2.83453
H -2.34936 -0.16313 -2.25176
H -0.69119 -0.58501 -1.26118
*
```

=====

[4]
Molecular formula: C9H32B2F2O5PRb4
Method: DFT, ωB97M-V/def2-TZVPD

Output
HOMO-LUMO gap = 8.04 eV

Structure (ORCA input):
```
! RIJCOSX wB97M-V def2-TZVPD def2/J DEFGRID3
* xyz 1 1
Rb 2.26709 -3.61890 -0.74140
Rb -0.41297 -2.66965 3.35291
Rb -2.35676 0.35747 1.65433
Rb -1.94611 -2.33423 -2.22931
O -4.27605 -1.64203 0.45060
P -3.90934 -2.99351 1.04336
O -3.08945 -3.10529 2.32626
F -3.17674 -3.84605 -0.05942
F -5.30434 -3.83655 1.34729
B -0.10112 -4.86136 -2.04339
H -0.97444 -5.23031 -2.55859
H 0.51287 -4.33610 -2.75849
H -0.45586 -4.21219 -1.25791
H 0.38005 -5.71443 -1.59065
B -0.46745 -1.32038 0.17699
H -1.43418 -0.96056 -0.13954
H -0.01057 -0.54609 0.77362
H -0.55991 -2.31117 0.59416
H 0.23731 -1.47856 -0.62460
C -0.94578 1.64577 -1.57179
C -2.02876 1.75324 -2.67444
C -1.31404 1.31201 -3.99079
O -3.02978 0.81644 -2.30003
H -1.39636 1.75793 -0.58563
H -0.23983 2.46111 -1.72980
H -0.60378 0.62103 -1.42676
H -2.50485 2.73318 -2.64041
H -0.62119 0.47055 -3.98973
H -0.75225 2.10935 -4.47734
H -2.12898 1.18941 -4.70420
H -3.41990 1.36614 -1.61648
C -0.78369 3.54442 3.82508
C -0.03889 3.63126 2.49010
C 1.14926 2.60218 2.41154
O -0.95541 3.26161 1.36146
H -1.33437 4.37741 4.26207
H -0.24206 3.13479 4.67770
H -1.64166 2.88121 3.71486
H 0.38056 4.63136 2.38078
H 1.75796 2.59439 3.31571
H 1.72474 2.83705 1.51613
H 0.71083 1.60429 2.40241
H -1.71684 3.84615 1.37342
C 3.12173 0.50466 -0.89008
C 4.23189 -0.21532 -0.02426
C 3.70983 -0.58268 1.41734
O 4.65701 -1.34646 -0.72775
H 2.39202 -0.23392 -1.22193
H 3.48474 0.92228 -1.82919
H 2.62990 1.26770 -0.28679
H 5.01584 0.51668 0.16995
H 3.00850 -1.40230 1.26098
H 3.12584 0.19296 1.91278
H 4.53785 -0.94957 2.02387
H 5.13790 -1.19646 -1.54497
*
```

=====

[5]
Molecular formula: C9H32F2InNO13S2
Method: DFT, ωB97M-V/def2-TZVPD

Output
Energy above the lowest of the compared OMol25 structures with the same formula, charge and spin = 500.4 kJ/mol
HOMO-LUMO gap = 4.06 eV

Structure (ORCA input):
```
! RIJCOSX wB97M-V def2-TZVPD def2/J DEFGRID3
* xyz 0 1
In -1.59444 3.16648 4.03595
O 0.56119 6.88468 0.63888
C 0.90380 7.09129 -0.73042
C 1.70037 8.35410 -1.14583
O 2.91149 8.68157 -0.42306
H -0.03919 7.19127 -1.26789
H 1.34049 6.19732 -1.17565
H 1.00825 9.19221 -1.06430
H 1.91032 8.37324 -2.21525
N -0.43846 0.29580 0.41367
S -1.00047 -0.71647 -0.67272
O -0.62777 -2.08327 -0.53966
O -1.31675 -0.22539 -2.05564
F -2.49157 -0.93499 0.05591
S 1.10950 0.20477 -0.31356
O 1.19267 0.41626 -1.76381
O 1.93199 -0.81080 0.22451
F 1.75242 1.48781 0.33867
C -6.16319 -0.90836 4.23132
O -5.47982 0.29088 4.71157
H -6.94420 -1.33244 4.86242
H -6.52511 -0.48697 3.29348
H -5.39388 -1.67106 4.11062
H -6.10047 1.00783 4.86119
C -4.72373 3.63517 -0.85807
O -5.01450 3.72184 0.52285
H -5.14565 2.72849 -1.29169
H -5.15201 4.42218 -1.47880
H -3.65845 3.49201 -1.03912
H -5.94665 3.91281 0.65027
C 7.36546 -2.48927 2.46579
O 8.44227 -1.92732 3.17317
H 7.70129 -3.28172 1.79695
H 6.64810 -2.93163 3.15703
H 6.97280 -1.63229 1.91854
H 9.08462 -1.58191 2.54892
C 5.13074 -2.74274 -4.09098
O 5.67472 -3.94631 -4.50281
H 5.58204 -2.41628 -3.15404
H 5.18772 -2.00633 -4.89256
H 4.08465 -2.97491 -3.89126
H 6.56328 -3.90802 -4.86416
C -0.58256 -2.40474 5.66707
O -1.17370 -1.17992 6.12375
H -0.41642 -2.46328 4.59139
H 0.40611 -2.55743 6.09987
H -1.22669 -3.25977 5.87224
H -1.47179 -1.35952 7.01844
C -2.36027 -7.94797 -0.95421
O -1.93527 -8.94011 -0.12601
H -1.68069 -7.10343 -0.84006
H -2.38282 -8.20387 -2.01350
H -3.32319 -7.53579 -0.65255
H -1.23015 -9.33621 -0.64323
C -0.82133 2.29660 -5.84242
O 0.06963 1.26634 -6.10067
H -1.09133 2.72575 -6.80731
H -1.79957 1.97232 -5.48750
H -0.42592 3.13123 -5.26349
H 0.44210 1.16027 -5.22225
*
```

=====

Calculated values (eV Å⁻¹) of max |F| for the records, taken in order: 2.63; 1.25; 3.10; 4.47; 7.82.